Density functional theory data (the ωB97M-V functional and the def2-TZVPD basis) for a 14-piece molecular cluster, C50H129N7O14 overall at a distorted geometry.

Computed properties:
- Largest force on an atom: 4.3 eV/A
- E_LUMO: 0.3 eV
- Energy relative to the best compared isomer or geometry (same formula, charge and spin): 109.7 kcal/mol
- Frontier orbital gap: 8.3 eV
- E_HOMO: -7.97 eV

Last column: Löwdin charge in e.
Element x y z (Å)
C (-0.9531, -3.4861, -3.3606)  -0.01
C (0.2523, -4.3922, -3.8326)  -0.47
C (1.4085, -3.4414, -3.8197)  -0.16
C (2.7730, -4.1628, -3.8218)  -0.17
C (2.7137, -5.3488, -2.8750)  -0.13
C (1.5347, -6.3750, -3.0094)  -0.46
N (0.3450, -5.5288, -2.9113)  -0.12
O (-0.8053, -6.2730, -2.8544)  0.00
C (1.7036, -7.2940, -4.2547)  -0.03
C (1.7191, -7.3155, -1.7446)  -0.03
C (0.0411, -4.7983, -5.3429)  -0.02
H (-0.8677, -3.2568, -2.2985)  0.06
H (-1.8583, -4.0531, -3.5778)  0.06
H (-0.9676, -2.5648, -3.9430)  0.08
H (1.4010, -2.7369, -4.6515)  0.12
H (1.5004, -2.9600, -2.8462)  0.11
H (3.5989, -3.5149, -3.5281)  0.11
H (2.9487, -4.4300, -4.8638)  0.10
H (2.6611, -4.8648, -1.8998)  0.10
H (3.5872, -6.0004, -2.8972)  0.12
H (2.0390, -6.7568, -5.1418)  0.06
H (2.5122, -8.0235, -4.2103)  0.08
H (0.8174, -7.7856, -4.6560)  0.08
H (0.8946, -8.0253, -1.6778)  0.07
H (2.5675, -7.9661, -1.9572)  0.08
H (1.6983, -6.7695, -0.8014)  0.07
H (-0.7664, -5.5185, -5.4743)  0.07
H (0.9472, -5.1595, -5.8293)  0.07
H (-0.3205, -4.0409, -6.0384)  0.09
H (-1.1218, -6.3628, -3.7563)  0.08
C (-1.0434, -1.1533, -0.6707)  -0.04
C (-0.8092, 0.2739, -1.1837)  -0.41
C (-2.0676, 1.0451, -0.6640)  -0.10
C (-1.9463, 1.4786, 0.8388)  -0.17
C (-0.6374, 2.2171, 1.0448)  -0.14
C (0.6348, 1.4333, 0.7092)  -0.46
N (0.5082, 0.7888, -0.6457)  -0.12
O (1.6065, 0.0911, -1.0212)  -0.01
C (1.7158, 2.4545, 0.6741)  -0.03
C (0.8301, 0.3957, 1.8553)  0.00
C (-0.8811, 0.2455, -2.7335)  -0.02
H (-0.2219, -1.8452, -0.8567)  0.07
H (-1.9723, -1.6224, -0.9951)  0.08
H (-1.1940, -1.1098, 0.4079)  0.06
H (-2.1289, 1.9536, -1.2633)  0.10
H (-2.9786, 0.4850, -0.8749)  0.10
H (-2.0104, 0.5368, 1.3839)  0.09
H (-2.7769, 2.1421, 1.0793)  0.10
H (-0.6289, 2.5700, 2.0761)  0.12
H (-0.7931, 3.0784, 0.3951)  0.09
H (1.7130, 3.0784, 1.5679)  0.10
H (2.6804, 1.9690, 0.5260)  0.07
H (1.5261, 3.1635, -0.1318)  0.08
H (1.2601, 0.8247, 2.7604)  0.08
H (-0.0962, -0.0285, 2.2426)  0.07
H (1.4989, -0.4028, 1.5340)  0.06
H (-1.6286, -0.3974, -3.1982)  0.07
H (0.0099, -0.2196, -3.1552)  0.07
H (-0.9730, 1.1973, -3.2567)  0.06
H (1.4953, -0.7556, -0.5826)  0.05
C (-5.1061, 5.1729, 3.7352)  -0.05
C (-4.2209, 4.4525, 4.7436)  -0.51
C (-3.6390, 5.5513, 5.7042)  -0.12
C (-4.6808, 6.0340, 6.7432)  -0.16
C (-5.1660, 4.8322, 7.6019)  -0.12
C (-5.7695, 3.6756, 6.6952)  -0.46
N (-4.8653, 3.4261, 5.4739)  -0.15
O (-5.2569, 2.4110, 4.6750)  0.00
C (-5.6872, 2.4268, 7.5091)  -0.06
C (-7.2100, 3.8922, 6.2567)  -0.03
C (-3.0035, 3.8789, 3.8878)  -0.03
H (-5.9110, 5.7981, 4.1215)  0.07
H (-5.5023, 4.5079, 2.9678)  0.08
H (-4.4507, 5.8186, 3.1507)  0.08
H (-2.6528, 5.2312, 6.0406)  0.11
H (-3.3177, 6.3640, 5.0527)  0.11
H (-5.5838, 6.3879, 6.2456)  0.10
H (-4.2915, 6.7959, 7.4185)  0.11
H (-5.9161, 5.1855, 8.3095)  0.11
H (-4.3231, 4.4588, 8.1834)  0.11
H (-6.4941, 1.7253, 7.2973)  0.08
H (-4.7567, 1.8596, 7.4893)  0.09
H (-5.9720, 2.7532, 8.5094)  0.09
H (-7.7906, 4.1054, 7.1542)  0.09
H (-7.2908, 4.7239, 5.5569)  0.07
H (-7.6677, 3.1019, 5.6616)  0.09
H (-2.2278, 3.3857, 4.4736)  0.08
H (-2.4932, 4.6532, 3.3150)  0.08
H (-3.4597, 3.0852, 3.2961)  0.06
H (-4.8514, 1.6212, 5.0402)  0.11
C (-0.6762, 5.2454, -1.0307)  -0.18
O (-1.1550, 5.9282, -2.1475)  -0.11
H (-1.3904, 5.4170, -0.2253)  0.08
H (-0.6124, 4.1835, -1.2684)  0.04
H (0.3356, 5.5873, -0.8131)  0.09
H (-0.5600, 6.6766, -2.2339)  0.08
C (-4.2157, 4.0973, -3.3097)  -0.10
O (-4.1055, 3.4919, -4.6590)  -0.15
H (-3.4175, 4.8338, -3.2161)  0.06
H (-5.1672, 4.6110, -3.1728)  0.07
H (-4.0801, 3.3039, -2.5747)  0.06
H (-3.3239, 2.9355, -4.6918)  0.01
C (-3.2980, 0.9703, -6.6732)  -0.13
O (-2.4475, 1.4234, -5.6107)  -0.13
H (-3.6895, 1.7877, -7.2786)  0.08
H (-2.8739, 0.2782, -7.4007)  0.07
H (-4.0914, 0.3530, -6.2518)  0.07
H (-1.7240, 1.9095, -6.0130)  0.08
C (1.1974, 3.0269, -3.6742)  -0.17
O (1.9801, 2.3858, -2.7481)  -0.14
H (1.9024, 3.5658, -4.3073)  0.09
H (0.7960, 2.3565, -4.4342)  0.07
H (0.4829, 3.6403, -3.1253)  0.08
H (1.3623, 1.9239, -2.1766)  0.03
C (-4.8461, -0.6686, 1.3390)  -0.11
O (-4.5163, -1.6587, 0.3693)  -0.17
H (-4.1900, -0.8388, 2.1926)  0.08
H (-4.6247, 0.3109, 0.9151)  0.07
H (-5.8855, -0.8523, 1.6112)  0.09
H (-3.8859, -2.2252, 0.8203)  0.03
C (-1.7634, -3.1154, 3.0154)  -0.12
O (-2.2739, -3.2301, 1.6790)  -0.15
H (-1.1254, -3.9742, 3.2236)  0.08
H (-1.2238, -2.2022, 3.2665)  0.07
H (-2.6620, -3.1666, 3.6302)  0.08
H (-1.6552, -3.6652, 1.0878)  0.07
C (3.3479, -0.2262, -4.4960)  -0.15
O (4.6571, 0.1234, -4.8268)  -0.12
H (2.6654, 0.5981, -4.7030)  0.07
H (2.9849, -1.1098, -5.0209)  0.07
H (3.0631, -0.4185, -3.4615)  0.07
H (4.7630, 0.7461, -5.5497)  0.10
C (5.9981, -1.9804, -0.3146)  -0.04
C (4.5079, -1.6705, -0.3310)  -0.43
C (3.6606, -2.8338, 0.2683)  -0.16
O (2.2694, -2.4440, 0.3054)  -0.21
C (1.6211, -3.2173, 1.3561)  -0.07
N (4.3514, -0.5196, 0.4789)  0.06
H (6.2789, -2.7852, -0.9940)  0.08
H (6.4833, -2.1756, 0.6417)  0.08
H (6.4533, -1.1031, -0.7744)  0.06
H (4.2228, -1.4758, -1.3649)  0.12
H (4.1281, -3.0518, 1.2285)  0.12
H (3.8726, -3.6799, -0.3854)  0.11
H (0.5956, -2.8684, 1.4772)  0.05
H (2.1116, -3.0702, 2.3183)  0.10
H (1.6287, -4.2805, 1.1157)  0.09
H (3.4494, -0.0662, 0.4466)  0.05
H (5.0147, 0.1582, 0.1315)  0.06
C (4.1084, 1.0989, 4.1032)  -0.07
C (5.3704, 0.3396, 3.9684)  -0.46
C (6.0121, 0.0941, 5.3365)  -0.22
O (6.4855, 1.3098, 5.8969)  -0.18
C (7.1769, 1.2008, 7.1673)  -0.08
N (5.1699, -0.9239, 3.2713)  0.06
H (4.2032, 2.1674, 4.2969)  0.08
H (3.4187, 0.7848, 4.8866)  0.08
H (3.4683, 0.9489, 3.2338)  0.05
H (6.0927, 0.9626, 3.4409)  0.10
H (6.7700, -0.6852, 5.2576)  0.11
H (5.3391, -0.4755, 5.9774)  0.12
H (7.6727, 2.1186, 7.4833)  0.08
H (7.9008, 0.3988, 7.0231)  0.08
H (6.5418, 0.8347, 7.9739)  0.08
H (6.1285, -1.2249, 3.1679)  0.06
H (4.8398, -0.8500, 2.3196)  0.01
C (-5.3824, -1.1064, -3.2371)  -0.04
C (-5.9052, -2.4819, -2.7119)  -0.39
C (-4.7515, -3.4728, -2.4357)  -0.21
O (-5.1220, -4.7543, -1.8891)  -0.17
C (-4.0254, -5.3090, -1.0650)  -0.07
N (-6.6197, -2.2500, -1.4486)  0.03
H (-6.2148, -0.4065, -3.1644)  0.08
H (-5.0510, -1.1941, -4.2718)  0.06
H (-4.5175, -0.7489, -2.6783)  0.06
H (-6.6707, -2.8598, -3.3896)  0.13
H (-4.0859, -2.9710, -1.7333)  0.09
H (-4.2173, -3.6398, -3.3711)  0.11
H (-4.2529, -6.2878, -0.6429)  0.08
H (-3.8055, -4.7542, -0.1529)  0.06
H (-3.0492, -5.3801, -1.5447)  0.06
H (-6.0733, -1.7757, -0.7439)  0.03
H (-6.6790, -3.1863, -1.0747)  0.06
C (7.0760, 1.3710, -2.8916)  -0.06
C (5.7060, 1.7751, -2.3304)  -0.48
C (5.8869, 2.5259, -1.0044)  -0.13
O (6.6164, 1.7523, 0.0362)  -0.23
C (6.8209, 2.4283, 1.3061)  -0.09
N (4.9565, 2.4817, -3.2654)  0.07
H (7.8531, 2.1274, -3.0013)  0.08
H (7.0157, 1.0581, -3.9339)  0.06
H (7.5033, 0.4939, -2.4054)  0.07
H (5.3914, 0.7468, -2.1524)  0.11
H (4.9001, 2.7094, -0.5795)  0.11
H (6.4093, 3.4798, -1.0780)  0.12
H (5.8940, 2.6334, 1.8417)  0.08
H (7.4263, 3.3347, 1.2966)  0.08
H (7.5097, 1.8018, 1.8728)  0.08
H (4.0309, 2.6578, -2.9016)  0.05
H (4.8848, 1.8082, -4.0146)  0.03

Force components x, y, z for each atom (eV/Å):
0.3 -1.4 -0.8
-2.0 1.4 -1.3
2.8 -0.6 1.6
-0.5 -0.7 -1.4
-0.1 -0.6 -0.2
1.3 0.0 0.9
1.8 0.5 0.3
-1.2 -0.3 0.2
0.2 0.7 -1.2
-1.4 0.1 -1.3
-0.4 -0.2 0.1
0.0 -0.2 -0.2
-0.3 0.3 0.3
0.0 0.0 0.0
-0.5 0.1 0.3
-0.9 0.7 0.1
-0.1 0.2 0.0
0.4 -0.5 -0.1
-0.2 -0.5 0.4
0.5 0.4 -0.1
0.0 0.6 0.1
-0.2 -0.2 0.8
-0.3 -0.2 0.7
-0.3 0.1 -0.1
0.4 0.5 0.5
0.6 0.1 -0.1
0.1 -0.6 0.2
-0.1 -0.3 0.3
0.1 0.8 0.6
-0.2 -0.4 -0.5
0.1 -0.4 0.8
-1.1 -1.2 0.2
1.3 1.5 0.4
-0.1 -1.2 -1.6
-1.3 -0.2 -0.4
-1.7 -0.9 0.5
-2.8 3.2 -0.2
0.7 -1.0 -0.2
0.9 0.4 -0.3
0.3 0.1 -0.1
1.1 -0.2 -0.4
0.1 0.0 -0.1
0.0 0.2 -0.6
0.3 0.0 0.2
-0.1 0.3 -0.1
0.2 -0.3 0.1
-0.1 0.2 0.6
-0.1 -0.2 0.2
0.5 0.1 0.1
0.7 0.3 0.1
0.2 -0.4 0.3
0.2 0.3 0.0
0.2 -0.2 -0.3
0.3 0.4 -0.2
-0.2 -0.2 -0.5
0.0 -0.1 0.1
-0.6 0.0 0.8
0.5 0.1 0.2
-0.1 0.3 0.5
0.6 -1.0 0.1
0.1 0.3 -1.2
1.6 1.7 -0.6
-0.5 -0.1 -0.7
0.3 -1.5 0.3
0.1 0.2 -1.7
1.5 0.0 -1.7
1.2 1.3 3.4
-1.5 -1.4 -1.1
-1.3 -0.9 1.1
-0.1 1.0 -0.2
-1.1 -0.4 1.0
0.0 -0.2 0.2
-0.3 -0.3 0.3
0.0 0.3 0.0
-0.3 -0.4 1.0
-0.4 0.3 -0.1
0.2 0.5 -0.2
0.0 0.2 -0.2
-0.2 -0.2 0.0
0.0 -0.3 -0.1
0.0 -0.2 -0.5
0.2 0.5 0.1
0.5 -0.4 0.5
-0.4 -0.1 -0.2
0.1 0.5 0.3
0.4 -0.5 0.5
-0.1 0.1 0.5
-0.4 0.0 -0.2
0.3 0.3 -0.6
0.1 -0.2 0.0
0.0 -0.4 0.2
0.1 0.8 -1.0
0.4 -0.2 0.5
-0.1 -0.1 0.1
0.0 -0.1 0.6
-0.4 0.2 -0.5
1.0 -0.7 -1.5
-1.0 1.1 1.3
0.0 0.1 0.3
-0.1 -0.3 -0.3
-0.2 0.1 0.2
0.1 -0.2 0.1
-0.4 -0.4 -0.2
-0.1 -0.4 -0.6
-0.3 0.2 0.4
1.0 0.0 0.2
-0.2 0.6 0.3
0.2 0.0 0.0
0.6 0.7 -1.3
0.7 -0.9 0.8
-0.2 1.0 0.2
-0.9 -0.4 0.3
-0.4 0.3 -0.8
0.0 -0.5 0.7
0.3 -0.6 -0.2
0.5 0.1 0.1
-0.2 0.4 0.3
-0.4 0.1 0.2
0.0 0.7 0.2
0.3 -0.5 -0.3
-0.6 -0.8 -0.2
-0.1 0.6 0.1
0.0 0.0 0.3
0.0 0.2 -0.5
0.2 0.0 0.3
0.2 0.1 0.1
-2.1 0.5 -0.7
1.3 -0.8 0.7
-0.2 0.1 -0.4
0.2 -0.1 -0.4
1.3 0.1 0.5
-0.7 -0.2 -0.2
0.3 -0.1 -1.1
-0.5 -1.5 0.6
1.1 1.4 -1.5
0.6 -1.3 1.4
0.0 0.6 -0.5
0.0 1.4 0.7
-0.2 -0.3 0.0
-0.4 0.1 0.2
0.4 0.1 0.3
-0.2 -0.2 -0.4
-0.6 0.1 0.5
-0.6 -0.4 0.0
0.0 0.1 -0.3
0.3 0.1 0.0
0.0 -0.1 -0.1
-0.3 -0.3 -0.3
0.3 0.5 0.3
-2.1 0.8 0.0
0.6 0.3 0.5
0.1 -0.8 0.3
0.0 0.4 0.7
-0.4 -1.4 -1.1
0.9 -0.5 1.3
0.4 0.0 -0.3
0.4 -0.6 0.5
0.3 0.3 -0.5
0.1 0.2 -0.2
1.0 0.3 -0.4
-0.8 0.6 0.4
-0.3 0.1 -0.5
0.5 0.1 0.2
-0.5 0.2 0.0
0.2 -0.8 -0.2
-0.4 0.7 -0.3
-0.2 -1.3 -0.1
0.4 0.8 1.3
0.2 0.0 -0.7
1.3 -0.1 1.1
-0.5 0.4 0.0
-0.8 -0.4 -0.2
0.2 0.1 -0.1
-0.1 0.1 -0.1
-0.1 0.0 0.3
0.3 -0.3 -0.3
0.1 0.1 0.0
0.3 -0.1 -0.2
-0.6 -0.1 -0.7
-0.5 0.9 0.0
-0.2 0.0 -0.8
0.4 0.1 -0.5
-0.6 -0.2 0.4
1.0 0.1 -1.1
3.5 -1.4 1.8
0.1 -0.4 1.7
-0.3 0.7 -0.4
0.5 -0.5 -0.9
-0.5 1.1 -0.8
-0.1 0.5 0.7
-0.6 -0.2 -0.2
0.0 0.2 0.4
-1.3 -0.2 0.7
-0.3 0.3 0.0
0.0 0.1 -0.6
-0.1 -0.2 0.0
-0.3 0.6 -0.9
-0.6 -0.6 0.1
-0.3 0.0 -0.1
-0.4 0.4 -0.2